# 1
Below is a structure of composition C42H41FeN7O4, with properties calculated with wB97M-V/def2-TZVPD.

As for the charge: +1. The multiplicity is 6. The expectation value of S² is 8.764. The calculation puts the orbital gap (alpha / beta) at 0.2913 / 0.2754 Eh. The HOMO energy (alpha / beta) is -10.97 / -11.03 eV. The calculation puts the energy relative to the best compared isomer or geometry (same formula, charge and spin) at 0.0000 eV.

Each line ends with the Löwdin spin population.
CARTESIAN COORDINATES (ANGSTROEM)
Fe1 -1.059 0.032 -1.117  4.148
C1 3.539 -1.758 2.431  0.000
C2 2.980 -0.351 2.558  0.000
C3 3.678 0.448 3.634  0.000
O1 1.594 -0.382 2.837  0.000
C4 0.916 -0.462 1.596  0.003
C5 1.827 0.359 0.654  0.004
O2 3.082 0.357 1.315  0.001
C6 1.990 -0.116 -0.812  0.029
O3 0.714 -0.129 -1.417  0.292
C7 2.822 0.889 -1.619  0.006
C8 3.441 2.007 -1.076  0.002
C9 4.089 2.921 -1.904  0.000
C10 4.129 2.725 -3.273  0.001
C11 3.525 1.598 -3.821  0.000
C12 2.881 0.691 -3.000  0.001
C13 2.603 -1.508 -0.892  0.008
C14 3.980 -1.680 -0.943  0.001
C15 4.533 -2.952 -0.964  0.001
C16 3.716 -4.071 -0.929  0.000
C17 2.338 -3.909 -0.880  0.000
C18 1.786 -2.636 -0.869  0.000
C19 -0.543 0.000 1.796  0.025
O4 -1.253 -0.387 0.639  0.262
C20 -1.137 -0.794 2.962  0.006
C21 -1.420 -2.143 2.765  0.002
C22 -1.951 -2.911 3.790  0.000
C23 -2.202 -2.337 5.028  0.001
C24 -1.916 -0.997 5.232  0.000
C25 -1.385 -0.228 4.204  0.002
C26 -0.723 1.508 1.985  0.005
C27 0.224 2.321 2.600  0.000
C28 0.008 3.687 2.730  0.001
C29 -1.163 4.262 2.263  0.000
C30 -2.129 3.455 1.677  0.000
C31 -1.910 2.093 1.545  0.000
H1 3.491 -2.254 3.400  0.000
H2 4.577 -1.715 2.104  0.000
H3 2.977 -2.346 1.706  0.000
H4 3.524 -0.026 4.602  0.000
H5 3.283 1.462 3.666  0.000
H6 4.746 0.491 3.428  0.000
H7 0.858 -1.504 1.262  0.000
H8 1.459 1.389 0.590  0.000
H9 3.441 2.171 -0.008  0.000
H10 4.571 3.785 -1.465  0.000
H11 4.638 3.435 -3.911  0.000
H12 3.562 1.427 -4.889  0.000
H13 2.403 -0.183 -3.425  0.000
H14 4.627 -0.812 -0.961  0.000
H15 5.608 -3.068 -1.005  0.000
H16 4.148 -5.063 -0.940  0.000
H17 1.692 -4.778 -0.844  0.000
H18 0.712 -2.514 -0.832  -0.001
H19 -1.216 -2.599 1.803  0.000
H20 -2.161 -3.960 3.624  0.000
H21 -2.616 -2.933 5.831  0.000
H22 -2.105 -0.543 6.196  0.000
H23 -1.164 0.817 4.375  0.000
H24 1.135 1.887 2.986  0.000
H25 0.763 4.301 3.204  0.000
H26 -1.331 5.325 2.370  0.000
H27 -3.061 3.886 1.334  0.000
H28 -2.674 1.469 1.101  0.000
N1 -3.904 -1.310 0.022  0.002
C32 -4.220 -0.258 -0.749  0.004
N2 -5.495 0.019 -0.982  0.002
C33 -5.722 1.121 -1.697  0.001
N3 -6.983 1.411 -2.021  0.001
N4 -4.770 1.995 -2.110  0.004
C34 -3.547 1.604 -1.859  0.004
N5 -3.193 0.464 -1.263  0.046
C35 -2.411 2.487 -2.234  0.007
C36 -2.606 3.723 -2.815  0.001
C37 -1.492 4.506 -3.086  0.003
C38 -0.235 4.025 -2.769  0.001
C39 -0.122 2.768 -2.194  0.007
N6 -1.190 2.016 -1.929  0.059
H29 -4.669 -1.753 0.503  0.000
H30 -2.996 -1.284 0.482  -0.001
H31 -7.726 0.813 -1.705  0.000
H32 -7.183 2.257 -2.522  0.000
H33 -3.611 4.049 -3.036  0.000
H34 -1.611 5.482 -3.538  0.000
H35 0.660 4.599 -2.961  0.000
H36 0.841 2.345 -1.947  0.000
C40 -2.121 -5.124 -2.521  0.000
C41 -1.350 -4.090 -3.345  0.001
C42 -1.405 -2.766 -2.740  0.010
N7 -1.451 -1.735 -2.246  0.045
H37 -2.052 -6.093 -3.011  0.000
H38 -3.172 -4.853 -2.439  0.000
H39 -1.706 -5.212 -1.519  0.000
H40 -1.751 -4.003 -4.357  0.000
H41 -0.294 -4.352 -3.438  0.000

---

# 2
Below is a structure of composition C42H41NO4P2Sn in a non-equilibrium geometry, with properties calculated with wB97M-V/def2-TZVPD.

As for the charge: 0. The calculation puts the orbital gap at 0.2350 Eh. The HOMO energy is -7.48 eV. The calculation puts the energy relative to the best compared isomer or geometry (same formula, charge and spin) at 0.1280 eV.

Each line ends with the Löwdin charge.
CARTESIAN COORDINATES (ANGSTROEM)
Sn1 -1.114 0.594 -1.472  1.292
C1 2.104 3.477 4.077  -0.125
C2 2.449 2.500 3.233  -0.111
C3 2.746 1.058 3.532  -0.187
C4 1.586 0.052 3.762  -0.182
C5 0.330 0.617 4.342  -0.131
C6 0.219 1.454 5.383  -0.126
C7 1.383 2.061 6.101  -0.198
C8 1.905 3.416 5.555  -0.180
C9 -2.936 0.584 -0.256  -0.311
H1 2.041 4.494 3.672  0.106
H2 2.613 2.796 2.186  0.085
H3 3.441 1.013 4.384  0.108
H4 3.284 0.657 2.657  0.094
H5 1.273 -0.439 2.823  0.098
H6 1.994 -0.781 4.371  0.119
H7 -0.579 0.232 3.875  0.101
H8 -0.760 1.664 5.832  0.107
H9 2.201 1.333 6.130  0.101
H10 1.103 2.196 7.156  0.109
H11 1.224 4.238 5.849  0.105
H12 2.866 3.586 6.075  0.118
H13 -3.537 1.479 -0.495  0.007
H14 -2.517 0.636 0.762  -0.001
H15 -3.510 -0.333 -0.373  -0.069
P1 0.888 -0.725 -3.120  0.825
P2 -1.869 -2.429 -2.267  0.983
C10 0.930 -2.253 -2.139  -0.347
C11 -0.173 -3.010 -1.966  -0.360
C12 1.701 -1.344 -4.667  -0.385
C13 2.669 -2.344 -4.562  -0.108
C14 3.308 -2.839 -5.700  -0.078
C15 2.969 -2.339 -6.964  -0.083
C16 1.969 -1.362 -7.077  -0.088
C17 1.324 -0.871 -5.940  -0.096
C18 2.304 0.024 -2.238  -0.408
C19 2.099 0.252 -0.858  -0.155
C20 2.794 1.282 -0.228  -0.073
C21 3.852 1.903 -0.886  -0.072
C22 4.191 1.526 -2.197  -0.073
C23 3.373 0.628 -2.899  -0.084
C24 -2.326 -4.032 -3.166  -0.341
C25 -1.542 -4.457 -4.259  -0.103
C26 -1.762 -5.702 -4.860  -0.084
C27 -2.769 -6.554 -4.383  -0.090
C28 -3.554 -6.137 -3.305  -0.082
C29 -3.336 -4.890 -2.709  -0.089
C30 -2.571 -2.917 -0.635  -0.412
C31 -3.896 -2.519 -0.361  -0.161
C32 -4.425 -2.669 0.921  -0.074
C33 -3.690 -3.349 1.899  -0.076
C34 -2.425 -3.849 1.593  -0.074
C35 -1.852 -3.623 0.338  -0.078
H16 1.906 -2.562 -1.732  0.090
H17 -0.084 -4.073 -1.693  0.090
H18 2.930 -2.753 -3.590  0.094
H19 4.073 -3.608 -5.595  0.104
H20 3.486 -2.711 -7.854  0.105
H21 1.699 -0.986 -8.065  0.103
H22 0.537 -0.124 -6.031  0.100
H23 1.345 -0.304 -0.297  0.072
H24 2.469 1.586 0.775  0.069
H25 4.399 2.714 -0.395  0.108
H26 5.037 1.995 -2.698  0.102
H27 3.530 0.450 -3.972  0.108
H28 -0.722 -3.836 -4.621  0.099
H29 -1.141 -6.027 -5.697  0.104
H30 -2.937 -7.533 -4.847  0.105
H31 -4.334 -6.795 -2.914  0.105
H32 -3.936 -4.617 -1.843  0.092
H33 -4.471 -2.002 -1.138  0.113
H34 -5.398 -2.237 1.150  0.111
H35 -4.108 -3.479 2.897  0.106
H36 -1.854 -4.414 2.332  0.107
H37 -0.852 -4.000 0.134  0.090
O1 -1.003 2.720 -0.478  -0.237
C36 -0.759 2.722 0.808  -0.583
O2 -0.257 1.752 1.416  -0.024
C37 -1.152 3.946 1.620  -0.089
C38 -1.086 3.842 3.024  -0.003
C39 -1.203 4.957 3.851  0.020
C40 -1.383 6.233 3.265  -0.157
C41 -1.592 6.343 1.877  0.015
C42 -1.451 5.210 1.067  0.004
N1 -1.398 7.409 4.069  -0.317
O3 -1.118 7.346 5.293  0.050
O4 -1.692 8.489 3.502  0.046
H38 -0.887 2.872 3.474  0.090
H39 -1.167 4.869 4.935  0.115
H40 -1.861 7.308 1.452  0.117
H41 -1.552 5.314 -0.008  0.114